1.
DFT (wB97M-V/def2-TZVPD) results for the molecule C3H6O2S at a distorted geometry.

## Properties
**SMILES**: CSOCC=O
**Total charge**: 0
**E_LUMO**: 0.77 eV
**Largest force on an atom**: 0.1210 Eh/bohr
**Orbital gap**: 0.356 hartree
**Energy above the lowest of the compared OMol25 structures with the same formula, charge and spin**: 312.51 kJ/mol
**HOMO energy**: -8.9 eV
**Energy**: -18135.70851 eV

Cartesian coordinates (Å):
1 C -1.027 2.098 0.102
2 S -1.642 0.562 -0.733
3 O -0.241 -0.307 -1.037
4 C 0.169 -1.152 0.056
5 C 1.654 -1.560 0.029
6 O 2.536 -0.970 -0.487
7 H -0.386 2.510 -0.774
8 H -0.620 1.724 0.965
9 H -1.935 2.495 0.264
10 H 0.122 -0.868 1.150
11 H -0.611 -2.032 -0.083
12 H 1.979 -2.500 0.549

***

2.
DFT (wB97M-V/def2-TZVPD) results for a structure of composition C47H43F9FeN2O2PS2 at a distorted geometry.

## Properties
**Total charge**: 0
**E_LUMO (spin up / spin down)**: -0.04 / -0.97 eV
**Largest force on an atom**: 0.0268 Eh/bohr
**Orbital gap (spin up / spin down)**: 0.280 / 0.267 hartree
**Energy above the lowest of the compared OMol25 structures with the same formula, charge and spin**: 31.15 kJ/mol
**Multiplicity**: 6
**HOMO energy (spin up / spin down)**: -7.7 / -8.2 eV
**Energy**: -146317.08039 eV

Cartesian coordinates (Å):
1 Fe -1.523 0.564 0.234
2 C -2.670 1.633 2.126
3 C -3.220 2.291 0.985
4 C -2.171 2.952 0.318
5 C -0.954 2.685 1.018
6 C -1.279 1.859 2.135
7 C -0.368 1.472 3.263
8 C 0.313 3.462 0.852
9 C -2.361 3.990 -0.746
10 C -4.671 2.401 0.641
11 C -3.408 1.007 3.266
12 H -0.711 1.926 4.196
13 H 0.656 1.805 3.088
14 H -0.338 0.392 3.425
15 H 0.395 3.896 -0.144
16 H 1.205 2.865 1.035
17 H 0.334 4.291 1.567
18 H -1.522 4.063 -1.438
19 H -2.466 4.977 -0.285
20 H -3.266 3.817 -1.330
21 H -4.864 2.178 -0.410
22 H -5.036 3.414 0.834
23 H -5.270 1.707 1.225
24 H -3.001 0.031 3.536
25 H -4.464 0.869 3.046
26 H -3.325 1.654 4.145
27 C -0.762 1.358 -2.567
28 N -1.710 0.420 -1.942
29 C -3.073 0.725 -2.416
30 C -1.314 -0.972 -2.322
31 C -0.644 -1.738 -1.205
32 C -0.036 -2.957 -1.502
33 C 0.527 -3.721 -0.496
34 C 0.460 -3.279 0.822
35 C -0.156 -2.072 1.114
36 C -0.704 -1.270 0.108
37 H -0.818 1.287 -3.659
38 H 0.249 1.111 -2.246
39 H -0.989 2.377 -2.269
40 H -3.122 0.645 -3.507
41 H -3.333 1.741 -2.125
42 H -3.776 0.024 -1.976
43 H -0.659 -0.922 -3.199
44 H -2.216 -1.502 -2.610
45 H -0.015 -3.315 -2.527
46 H 1.003 -4.664 -0.733
47 H 0.875 -3.888 1.618
48 H -0.251 -1.770 2.154
49 F 6.610 3.833 -4.012
50 C 5.831 4.490 -3.134
51 F 6.659 5.138 -2.293
52 F 5.154 5.422 -3.822
53 C 4.924 3.551 -2.392
54 C 5.497 2.506 -1.672
55 C 4.687 1.634 -0.973
56 C 3.298 1.795 -0.971
57 C 2.746 2.836 -1.704
58 C 3.553 3.718 -2.416
59 P 2.183 0.610 -0.102
60 C 2.861 -0.921 -0.850
61 C 2.574 -1.105 -2.201
62 C 3.039 -2.215 -2.885
63 C 3.789 -3.165 -2.209
64 C 4.092 -2.994 -0.868
65 C 3.635 -1.872 -0.193
66 C 4.241 -4.417 -2.903
67 F 5.504 -4.743 -2.575
68 F 3.471 -5.471 -2.564
69 F 4.190 -4.308 -4.239
70 C 2.871 0.644 1.593
71 C 3.565 1.748 2.090
72 C 3.933 1.810 3.424
73 C 3.620 0.762 4.278
74 C 2.938 -0.346 3.800
75 C 2.557 -0.396 2.469
76 C 4.059 0.832 5.712
77 F 3.409 -0.050 6.487
78 F 5.375 0.575 5.839
79 F 3.852 2.054 6.236
80 H 6.572 2.376 -1.670
81 H 5.133 0.812 -0.425
82 H 1.671 2.966 -1.728
83 H 3.112 4.526 -2.982
84 H 1.985 -0.368 -2.737
85 H 2.810 -2.347 -3.933
86 H 4.690 -3.731 -0.348
87 H 3.893 -1.747 0.849
88 H 3.819 2.574 1.438
89 H 4.463 2.676 3.801
90 H 2.692 -1.161 4.467
91 H 2.001 -1.252 2.109
92 O -5.437 -3.112 -3.196
93 S -4.692 -3.615 -2.077
94 O -3.828 -4.740 -2.278
95 N -3.843 -2.373 -1.384
96 C -4.270 -2.102 -0.191
97 S -3.704 -0.872 0.844
98 C -5.405 -2.965 0.285
99 C -6.081 -2.945 1.493
100 C -7.109 -3.859 1.684
101 C -7.455 -4.772 0.692
102 C -6.776 -4.794 -0.520
103 C -5.758 -3.879 -0.688
104 H -5.808 -2.233 2.260
105 H -7.652 -3.863 2.621
106 H -8.261 -5.473 0.868
107 H -7.032 -5.499 -1.300

***

3.
DFT (wB97M-V/def2-TZVPD) results for the molecule C5H5NO at a distorted geometry.

## Properties
**SMILES**: C#C[C@@H](C#N)CO
**Total charge**: 0
**E_LUMO**: -0.36 eV
**Largest force on an atom**: 0.0296 Eh/bohr
**Orbital gap**: 0.378 hartree
**Energy above the lowest of the compared OMol25 structures with the same formula, charge and spin**: 392.82 kJ/mol
**HOMO energy**: -10.7 eV
**Energy**: -8799.34778 eV

Cartesian coordinates (Å):
1 C 0.607 1.640 -1.330
2 C 0.645 1.161 -0.216
3 C 0.281 -0.310 -0.145
4 C 1.496 -1.095 0.056
5 N 2.472 -1.703 0.172
6 C -0.814 -0.527 0.886
7 O -1.891 0.338 0.636
8 H 0.489 1.788 -2.374
9 H -0.132 -0.605 -1.120
10 H -0.379 -0.388 1.880
11 H -1.193 -1.542 0.775
12 H -1.581 1.244 0.781

***

- Number 1 is which compound?
  C3H6O2S

***

- The lowest largest force on an atom belongs to which entry?
  C47H43F9FeN2O2PS2

***

- Look up the largest force on an atom of the second one.
  0.0268 Eh/bohr

***

- Which formula does entry 3 have?
  C5H5NO